# 1
{"formula": "C11H35ClO18P3", "method": "ωB97M-V/def2-TZVPD", "homo_ev": -7.16, "total_charge": -1, "multiplicity": 1, "symbols": ["Cl", "P", "P", "P", "O", "O", "O", "O", "O", "O", "O", "O", "O", "O", "O", "O", "O", "O", "O", "O", "O", "O", "C", "C", "C", "C", "C", "C", "C", "C", "C", "C", "C", "H", "H", "H", "H", "H", "H", "H", "H", "H", "H", "H", "H", "H", "H", "H", "H", "H", "H", "H", "H", "H", "H", "H", "H", "H", "H", "H", "H", "H", "H", "H", "H", "H", "H", "H"], "xyz": [[-2.713, -1.539, 1.491], [-0.799, 3.194, -0.497], [0.331, 2.452, 4.659], [3.048, -2.693, -2.829], [-1.406, 3.681, -1.904], [2.238, -3.540, -3.913], [0.352, 3.310, 3.291], [1.177, 2.972, 5.731], [-3.977, -2.228, 1.618], [-1.446, 3.847, 0.645], [0.730, 3.596, -0.639], [2.042, -2.693, -1.597], [-2.127, -1.632, 0.166], [0.732, -3.620, 3.020], [4.207, -3.661, -2.321], [-1.227, 2.385, 5.003], [3.443, -1.369, -3.306], [-0.684, 1.617, -0.579], [-1.786, -2.113, 2.441], [0.727, 0.986, 4.205], [-2.945, -0.121, 1.762], [-4.832, -0.765, -1.890], [0.415, 0.555, 2.869], [-5.006, -1.591, -3.048], [0.718, -2.150, -1.623], [1.591, 3.576, 2.646], [-2.250, 2.732, 4.046], [2.973, -4.063, -4.999], [1.815, -2.900, 2.499], [1.495, 3.028, -1.709], [-2.812, 3.904, -2.004], [-1.731, 0.733, -0.180], [5.137, -3.185, -1.363], [-3.329, 3.419, -1.174], [1.294, 0.222, 2.314], [-0.263, -0.288, 2.999], [0.565, -1.493, -2.479], [2.802, -3.547, -5.951], [-3.192, 3.487, -2.935], [-1.811, 2.807, 3.054], [6.124, -3.530, -1.672], [-3.047, 4.966, -1.951], [2.191, 3.787, -2.061], [0.624, -1.566, -0.708], [0.904, 2.725, -2.573], [1.623, 2.895, 1.790], [-4.338, -2.455, -3.048], [-2.825, 3.592, 4.374], [-6.049, -1.887, -3.143], [-3.955, -1.002, -1.560], [-4.725, -0.989, -3.924], [2.028, 2.160, -1.326], [2.591, -3.471, 1.999], [2.268, -2.289, 3.295], [4.924, -3.543, -0.355], [5.191, -2.096, -1.285], [1.581, 4.596, 2.272], [-2.349, 1.212, 0.587], [-0.010, -2.955, -1.573], [2.464, 3.361, 3.263], [-0.078, -3.100, 2.955], [-2.938, 1.885, 3.971], [-2.427, 0.556, -1.008], [4.059, -4.044, -4.884], [-0.051, 1.314, 2.239], [1.470, -2.106, 1.824], [-1.429, -0.237, 0.202], [2.683, -5.093, -5.221]], "lowdin_charge": [0.708, 0.370, 0.373, 0.358, -0.224, -0.192, -0.268, -0.239, -0.324, -0.213, -0.221, -0.217, -0.394, -0.111, -0.210, -0.201, -0.229, -0.206, -0.352, -0.191, -0.376, -0.127, -0.079, -0.158, -0.069, -0.094, -0.072, -0.129, -0.180, -0.096, -0.103, -0.120, -0.105, 0.083, 0.086, 0.077, 0.094, 0.088, 0.085, 0.056, 0.087, 0.085, 0.086, 0.078, 0.083, 0.072, 0.077, 0.087, 0.070, 0.041, 0.069, 0.088, 0.068, 0.076, 0.088, 0.089, 0.094, 0.073, 0.094, 0.091, 0.032, 0.086, 0.092, 0.083, 0.073, 0.057, 0.014, 0.087]}


# 2
{"formula": "C37H97N9O12", "method": "ωB97M-V/def2-TZVPD", "homo_ev": -8.42, "total_charge": 0, "multiplicity": 1, "smiles": "COC[C@H](C)N.COC[C@H](C)N.COC[C@H](C)N.COCCNCCOC.COCCNCCOC.COCCNCCOC.COCCNCCOC.NC(N)=O", "symbols": ["O", "O", "O", "O", "O", "O", "O", "O", "O", "O", "O", "O", "N", "N", "N", "N", "N", "N", "N", "N", "N", "C", "C", "C", "C", "C", "C", "C", "C", "C", "C", "C", "C", "C", "C", "C", "C", "C", "C", "C", "C", "C", "C", "C", "C", "C", "C", "C", "C", "C", "C", "C", "C", "C", "C", "C", "C", "C", "H", "H", "H", "H", "H", "H", "H", "H", "H", "H", "H", "H", "H", "H", "H", "H", "H", "H", "H", "H", "H", "H", "H", "H", "H", "H", "H", "H", "H", "H", "H", "H", "H", "H", "H", "H", "H", "H", "H", "H", "H", "H", "H", "H", "H", "H", "H", "H", "H", "H", "H", "H", "H", "H", "H", "H", "H", "H", "H", "H", "H", "H", "H", "H", "H", "H", "H", "H", "H", "H", "H", "H", "H", "H", "H", "H", "H", "H", "H", "H", "H", "H", "H", "H", "H", "H", "H", "H", "H", "H", "H", "H", "H", "H", "H", "H", "H"], "xyz": [[0.384, 4.488, 0.242], [4.759, -6.844, -8.002], [7.118, 3.991, 5.660], [-11.368, 3.331, -0.107], [-1.780, 1.630, 3.170], [4.316, 0.210, -4.627], [-5.860, 0.141, -0.414], [3.786, 0.651, 1.207], [1.161, -4.902, -4.805], [-0.645, 0.053, 7.631], [-1.387, -0.006, -0.897], [-3.942, -3.217, 0.419], [1.632, 2.064, -0.626], [0.300, 1.689, 5.474], [-9.097, 1.351, -0.057], [-0.768, -2.196, -0.964], [-6.861, -4.080, 0.209], [3.800, -4.794, -6.219], [0.753, -0.515, -1.438], [3.468, -1.737, -1.563], [5.918, 2.953, 3.144], [4.858, -5.471, -8.342], [-6.040, -3.979, 1.451], [4.983, 1.380, -4.226], [2.045, -3.786, -4.807], [0.328, 5.475, 1.238], [-0.596, 2.367, 3.277], [0.438, 2.029, 6.918], [-12.762, 3.481, 0.026], [-5.536, -5.381, 1.745], [-7.140, 0.128, -1.023], [1.638, 3.308, -1.412], [2.847, -0.163, 1.910], [7.111, 5.172, 6.404], [0.476, 3.325, -2.388], [-1.939, 1.060, 1.865], [-0.528, -0.846, -1.137], [-0.328, 2.747, 4.720], [1.581, 4.512, -0.478], [4.876, -4.537, -7.158], [5.586, 1.806, 2.302], [-4.915, 0.970, -1.019], [3.546, -0.376, -3.599], [5.237, -2.186, -3.213], [-4.189, -2.545, -0.798], [5.976, -7.403, -7.521], [2.833, -3.705, -6.060], [-10.777, 2.772, 1.063], [-0.583, -1.265, 8.150], [7.627, 4.177, 4.350], [-4.909, -2.963, 1.425], [0.436, -4.992, -3.608], [4.131, 1.839, 1.861], [-9.313, 2.518, 0.795], [0.539, 0.787, 7.756], [4.362, -1.140, -2.584], [-7.898, 1.456, -0.894], [7.318, 2.951, 3.534], [-8.839, 2.396, 1.781], [0.592, 2.601, -3.196], [3.960, -5.297, -8.945], [7.947, 2.900, 2.649], [1.440, -2.862, -4.796], [8.109, 5.613, 6.553], [6.221, 1.707, 1.423], [2.760, -1.007, -4.025], [-8.896, 3.422, 0.349], [-4.397, -3.134, 2.384], [-13.061, 3.945, 0.972], [-8.959, 0.553, 0.549], [-0.432, 3.079, -1.833], [1.378, 2.596, 6.976], [-0.173, -2.876, -1.406], [-5.004, -5.450, 2.697], [4.278, 2.080, -3.759], [1.472, -1.220, -1.554], [-3.989, 0.946, -0.445], [-6.221, -4.024, -0.579], [6.717, 4.948, 7.395], [3.478, -1.143, -0.742], [-7.660, -0.692, -0.521], [-4.869, -5.756, 0.964], [-0.253, -4.144, -3.505], [0.761, 1.105, 8.788], [-0.335, 2.748, 7.219], [3.951, 2.746, 1.261], [1.086, -5.060, -2.724], [8.718, 4.281, 4.448], [4.811, -3.516, -7.536], [7.467, 2.049, 4.148], [2.653, -3.864, -3.902], [5.408, 1.813, -5.131], [0.962, 2.141, 0.138], [-6.747, -3.738, 2.251], [-7.379, -3.205, 0.135], [5.287, 2.880, 3.932], [3.805, -2.654, -1.301], [2.084, 0.484, 2.345], [2.238, -3.579, -6.981], [-13.071, 4.087, -0.822], [-6.365, -6.087, 1.779], [4.653, -3.042, -3.571], [-11.305, 1.826, 1.252], [6.060, -2.635, -2.659], [-10.917, 3.455, 1.909], [-5.200, -2.186, -0.979], [5.824, 1.243, -3.533], [5.830, -4.675, -6.634], [7.204, 5.056, 3.856], [2.527, 2.030, -0.143], [6.647, -7.663, -8.337], [-8.093, 1.860, -1.889], [0.438, -1.651, 8.064], [-0.296, 0.865, 5.536], [0.269, 1.865, 2.816], [0.341, 4.282, -2.895], [-1.144, 0.334, 1.695], [6.478, -6.708, -6.836], [2.969, 0.435, -3.124], [3.390, -2.760, -6.089], [5.657, -8.217, -6.872], [-1.290, 3.109, 5.116], [2.341, -0.789, 1.173], [2.464, 4.508, 0.183], [4.999, -0.413, -2.064], [-4.730, 0.687, -2.061], [-3.946, -3.218, -1.629], [-2.912, 0.579, 1.934], [3.463, 2.037, 2.714], [1.025, 5.254, 2.055], [5.661, -1.719, -4.108], [-0.129, -5.923, -3.643], [1.084, 0.432, -1.217], [-0.672, 3.332, 2.740], [6.507, 5.975, 5.960], [0.367, 3.593, 4.689], [-13.248, 2.497, -0.029], [0.547, 6.475, 0.847], [-0.802, -1.287, 9.223], [3.322, -0.820, 2.640], [-7.169, 2.120, -0.414], [5.713, -5.284, -9.008], [-5.182, 2.037, -0.975], [1.436, 0.230, 7.445], [1.683, 5.434, -1.076], [3.297, -5.660, -6.358], [-6.994, -0.160, -2.073], [-5.174, -1.903, 1.466], [-1.712, -2.495, -0.799], [5.686, 0.890, 2.914], [-0.691, 5.479, 1.623], [-1.300, -1.844, 7.578], [-3.520, -1.681, -0.887], [2.560, 3.411, -1.990], [-1.950, 1.806, 1.067]], "lowdin_charge": [-0.187, -0.198, -0.186, -0.197, -0.176, -0.184, -0.224, -0.214, -0.182, -0.188, -0.005, -0.172, 0.063, -0.053, -0.052, 0.167, 0.043, -0.044, 0.153, 0.051, -0.070, -0.235, -0.418, -0.110, -0.242, -0.115, -0.257, -0.211, -0.125, -0.081, -0.203, -0.402, -0.072, -0.136, -0.052, -0.089, -0.658, -0.229, -0.234, -0.220, -0.211, -0.116, -0.210, -0.049, -0.122, -0.096, -0.219, -0.237, -0.091, -0.234, -0.199, -0.126, -0.254, -0.213, -0.259, -0.418, -0.193, -0.217, 0.121, 0.076, 0.126, 0.122, 0.124, 0.088, 0.124, 0.115, 0.122, 0.124, 0.084, 0.098, 0.081, 0.117, 0.073, 0.076, 0.081, 0.041, 0.070, 0.052, 0.087, 0.053, 0.111, 0.078, 0.080, 0.126, 0.116, 0.110, 0.087, 0.125, 0.119, 0.126, 0.106, 0.091, 0.089, 0.136, 0.056, 0.113, 0.078, 0.070, 0.130, 0.086, 0.073, 0.065, 0.123, 0.082, 0.120, 0.069, 0.087, 0.102, 0.124, 0.054, 0.086, 0.119, 0.084, 0.103, 0.104, 0.080, 0.080, 0.078, 0.113, 0.111, 0.090, 0.127, 0.074, 0.119, 0.134, 0.100, 0.097, 0.087, 0.123, 0.089, 0.083, 0.089, 0.037, 0.103, 0.088, 0.118, 0.087, 0.091, 0.086, 0.093, 0.100, 0.123, 0.084, 0.124, 0.130, 0.109, 0.121, 0.122, 0.056, 0.125, 0.088, 0.088, 0.066, 0.132, 0.082]}


# 3
{"formula": "C5H8O2", "method": "ωB97M-V/def2-TZVPD", "homo_ev": -8.15, "total_charge": 0, "multiplicity": 1, "symbols": ["O", "O", "C", "C", "C", "C", "C", "H", "H", "H", "H", "H", "H", "H", "H"], "xyz": [[-0.708, -0.134, 1.401], [1.967, 0.054, -0.624], [0.786, -0.369, -0.058], [-0.439, -0.738, -0.885], [0.580, -0.636, 1.406], [-0.869, 1.818, -0.167], [-0.515, 0.392, 0.072], [-1.955, 1.954, -0.174], [-0.440, 2.448, 0.617], [0.706, -1.778, 1.924], [0.317, -2.343, 1.320], [-0.468, 2.134, -1.134], [-0.968, -1.669, -0.688], [-0.358, -0.437, -1.927], [2.365, -0.696, -1.084]], "lowdin_charge": [-0.035, 0.053, -0.437, 0.024, -0.035, 0.019, -0.413, 0.090, 0.095, 0.042, 0.151, 0.094, 0.117, 0.124, 0.112]}


# 4
{"formula": "C3H6N2O2", "method": "ωB97M-V/def2-TZVPD", "homo_ev": [-9.28, -8.72], "total_charge": 0, "multiplicity": 1, "symbols": ["O", "O", "N", "N", "C", "C", "C", "H", "H", "H", "H", "H", "H"], "xyz": [[-1.640, 0.204, 1.772], [1.094, 1.510, 0.115], [-0.898, 1.229, 1.258], [-0.956, 0.656, -0.903], [-0.100, 0.836, 0.232], [0.930, -1.060, -1.145], [-0.353, -0.538, -0.504], [1.563, 1.446, 0.958], [1.553, -0.252, -1.520], [0.645, -1.704, -1.980], [-1.001, -1.331, -0.122], [-2.335, 0.660, 2.269], [1.498, -1.658, -0.429]], "lowdin_charge": [-0.013, 0.063, 0.108, 0.221, -0.638, -0.045, -0.277, 0.115, 0.074, 0.077, 0.123, 0.112, 0.080]}


What are the energy relative to the best compared isomer or geometry (same formula, charge and spin) values for these records? In order: 33.7 0.0 148.3 159.2 kcal per mole.